Run P
Here is a cluster of 2 separate species, C3H3NO2 in total from OMol25. Energies are from ωB97M-V/def2-TZVPD.

* HOMO level: -8.725 eV
* orbital gap: 7.94 eV

Geometry as XYZ:
```
9
Properties=species:S:1:pos:R:3:nbo_charge:R:1
C 0.3199 0.2624 -0.7249 0.92
C 0.3821 1.0543 1.9117 0.66
C -0.4841 -0.9806 -0.9475 -0.77
N 0.6758 -0.0758 1.7176 -0.79
O 0.2283 2.2160 1.9706 -0.62
O 0.7577 1.2901 -0.9535 -0.32
H -0.1999 -1.1709 -2.0975 0.28
H -1.5054 -0.7566 -0.6946 0.30
H -0.1743 -1.8390 -0.1821 0.34
```

***

Run Q
Here is an isolated molecule of C3H3NO2 from OMol25. Energies are from ωB97M-V/def2-TZVPD.

* SMILES: Oc1cocn1
* HOMO level: -8.600 eV
* orbital gap: 9.34 eV

Geometry as XYZ:
```
9
Properties=species:S:1:pos:R:3:nbo_charge:R:1
C 0.7078 -0.0217 -0.0241 0.37
C -0.1329 1.0732 -0.0434 -0.07
C -1.3031 -0.6894 0.0385 0.33
H 2.2298 -0.8166 0.5107 0.49
H -0.0182 2.2269 0.3216 0.22
H -2.1211 -1.3263 -0.0272 0.19
N -0.0210 -1.1034 -0.0207 -0.52
O 1.9647 0.0800 -0.0560 -0.62
O -1.4115 0.6033 -0.0048 -0.38
```

***

Run R
Here is an isolated molecule of C3H3NO2 from OMol25. Energies are from ωB97M-V/def2-TZVPD.

* HOMO level: -11.300 eV
* orbital gap: 11.30 eV

Geometry as XYZ:
```
9
Properties=species:S:1:pos:R:3:nbo_charge:R:1
O 0.5437 -0.6824 1.6563 -0.69
C 0.4660 -0.5368 0.2820 -0.16
C -0.6613 0.3663 -0.1427 0.67
O -1.2256 1.1790 0.5255 -0.48
C -0.3969 0.8313 -2.5021 0.39
N -0.8700 0.3128 -1.5455 -0.63
H 0.4619 0.1934 2.0773 0.48
H 1.4066 -0.1546 -0.1759 0.20
H 0.2755 -1.5090 -0.1749 0.21
```

***

Relative energies, unit eV: run P 0.910; run Q 0.072; run R 0.000

***

Run P
Here is a cluster of 2 separate species, C5H13NO in total from OMol25. Energies are from ωB97M-V/def2-TZVPD.

* SMILES: C=CC[C@H](C)N.O
* HOMO level: -9.357 eV
* orbital gap: 10.18 eV

Geometry as XYZ:
```
20
Properties=species:S:1:pos:R:3:nbo_charge:R:1
C -1.9857 0.2727 0.9442 -0.62
C -0.9079 -0.8441 0.8798 -0.05
C 0.5306 -0.3465 0.7121 -0.47
C 1.2209 -0.6252 -0.5906 -0.14
C 0.6270 -0.5014 -1.7715 -0.44
N -1.0344 -1.9107 1.8848 -0.82
H -2.3952 0.3394 1.9483 0.20
H -2.8175 0.0722 0.2720 0.21
H -1.5326 1.2098 0.6218 0.21
H -1.1726 -1.3532 -0.0510 0.18
H 0.6503 0.6892 1.0314 0.22
H 1.0794 -0.8486 1.5267 0.23
H 2.2954 -0.7433 -0.5646 0.20
H 1.2029 -0.3659 -2.6828 0.19
H -0.4214 -0.7233 -1.9497 0.19
H -1.7389 -2.5860 1.6050 0.36
H -1.4656 -1.5188 2.7201 0.34
H 1.0258 2.4932 -2.0178 0.47
H 2.3047 2.9933 -2.4766 0.46
O 1.6176 3.2414 -1.8441 -0.93
```

***

Run Q
Here is a cluster of 2 separate species, C5H13NO in total from OMol25. Energies are from ωB97M-V/def2-TZVPD.

* SMILES: CN1CCCC1.O
* HOMO level: -7.953 eV
* orbital gap: 8.62 eV

Geometry as XYZ:
```
20
Properties=species:S:1:pos:R:3:nbo_charge:R:1
C -0.5335 -0.6300 -1.2385 -0.22
N 0.1393 -1.7002 -0.3436 -0.45
C 1.5524 -2.0136 -0.3678 -0.41
C -0.3868 -1.5196 1.0349 -0.21
C -1.4020 -0.3404 0.8301 -0.42
C -1.8409 -0.4686 -0.6300 -0.43
H -0.5094 -1.0642 -2.3173 0.20
H 0.0489 0.3044 -1.1521 0.16
H 2.0351 -1.2302 0.2659 0.15
H 2.0266 -2.2031 -1.3419 0.21
H 1.5348 -2.8115 0.3390 0.20
H 0.5377 -1.2599 1.7148 0.16
H -0.8742 -2.3359 1.4040 0.19
H -1.0787 0.6239 0.9932 0.21
H -2.2557 -0.3760 1.5373 0.21
H -2.5129 -1.3480 -0.9646 0.21
H -2.3187 0.4443 -1.1108 0.22
H 1.2407 5.7640 0.1086 0.47
H 2.7331 5.8315 0.5813 0.47
O 1.8643 6.3332 0.6576 -0.94
```

***

Run R
Here is a cluster of 2 separate species, C5H13NO in total from OMol25. Energies are from ωB97M-V/def2-TZVPD.

* SMILES: C=C(N)CCC.O
* HOMO level: -7.974 eV
* orbital gap: 8.45 eV

Geometry as XYZ:
```
20
Properties=species:S:1:pos:R:3:nbo_charge:R:1
C 0.8455 -2.1263 0.7956 -0.61
C 0.6198 -2.0788 -0.7325 -0.38
C -0.7868 -1.6400 -1.1322 -0.44
C -1.0176 -0.1695 -0.9843 0.20
C -0.6625 0.6835 -1.9516 -0.53
N -1.2670 0.2865 0.3061 -0.84
H 0.1066 -2.7804 1.2660 0.19
H 0.5589 -1.1760 1.2363 0.21
H 1.8745 -2.4502 0.9513 0.21
H 1.3395 -1.3881 -1.1739 0.21
H 0.8086 -3.1032 -1.0355 0.20
H -1.0665 -1.9559 -2.1403 0.23
H -1.4979 -2.2391 -0.5386 0.19
H -0.6961 0.4369 -3.0088 0.20
H -0.4833 1.7434 -1.8302 0.19
H -1.7619 -0.3154 0.9337 0.39
H -0.9616 1.1944 0.5947 0.39
H 2.3661 3.6419 2.6283 0.47
H 0.8493 3.7836 2.6179 0.47
O 1.6568 4.2968 2.7050 -0.93
```

***

Run S
Here is a cluster of 2 separate species, C5H13NO in total from OMol25. Energies are from ωB97M-V/def2-TZVPD.

* SMILES: C/C=C/CCN.O
* HOMO level: -8.747 eV
* orbital gap: 9.34 eV

Geometry as XYZ:
```
20
Properties=species:S:1:pos:R:3:nbo_charge:R:1
C 0.4192 -1.2427 1.1625 -0.21
C -1.0730 -1.2501 0.8162 -0.45
C -1.5164 -0.1364 -0.0943 -0.19
C -0.9005 0.2189 -1.2137 -0.19
C -1.3860 1.2915 -2.1187 -0.64
N 0.6683 -0.1057 2.0665 -0.84
H 0.6513 -2.1436 1.7278 0.19
H 1.0458 -1.1741 0.2686 0.17
H -1.3785 -2.2372 0.4489 0.21
H -1.5867 -1.1514 1.7760 0.22
H -2.5021 0.2697 0.1278 0.19
H 0.0081 -0.3375 -1.4351 0.19
H -0.6062 1.9846 -2.4259 0.21
H -1.7021 0.8446 -3.0704 0.21
H -2.2287 1.8206 -1.6836 0.21
H 1.6345 -0.0985 2.3723 0.36
H 0.5159 0.7654 1.5719 0.35
H 4.0136 0.5779 0.0558 0.47
H 2.8704 1.4807 -0.3728 0.47
O 3.0532 0.6234 0.0201 -0.94
```

***

Relative energies, unit eV: run P 0.739; run Q 1.116; run R 0.238; run S 0.000

***

Run P
Here is a cluster of 2 separate species, C5H13NO in total from OMol25. Energies are from ωB97M-V/def2-TZVPD.

* SMILES: C/C=C/NCC.O
* HOMO level: -8.575 eV
* orbital gap: 9.56 eV

Geometry as XYZ:
```
20
Properties=species:S:1:pos:R:3:nbo_charge:R:1
C 0.3085 3.2437 -0.2518 -0.63
C 0.5465 1.8061 -0.6339 -0.24
C -0.2336 0.8265 -0.1783 -0.02
N 0.0024 -0.5743 -0.3324 -0.66
C -0.0271 -1.2170 1.0041 -0.22
C 1.0046 -2.3449 0.9778 -0.62
H 0.0036 3.8851 -1.0798 0.21
H -0.4365 3.2630 0.5463 0.21
H 1.2038 3.6341 0.2281 0.21
H 1.4945 1.6090 -1.1241 0.19
H -1.2408 1.0107 0.1844 0.20
H 0.8276 -0.7716 -0.8764 0.37
H -1.0338 -1.5614 1.2384 0.20
H 0.2695 -0.5102 1.7859 0.18
H 1.0332 -2.9646 1.8833 0.22
H 2.0363 -1.9919 0.9299 0.21
H 0.8274 -3.0236 0.1439 0.21
H -2.4863 -2.0932 -1.8485 0.46
H -1.5887 -0.9867 -1.1976 0.49
O -2.5113 -1.2388 -1.3992 -0.98
```

***

Run Q
Here is an isolated molecule of C5H13NO from OMol25. Energies are from ωB97M-V/def2-TZVPD.

* SMILES: CCC[C@H](N)CO
* HOMO level: -9.559 eV
* orbital gap: 10.44 eV

Geometry as XYZ:
```
20
Properties=species:S:1:pos:R:3:nbo_charge:R:1
C -2.0206 -0.8427 -0.0416 -0.06
O -2.7020 -0.7572 -1.2780 -0.72
C -0.7874 0.0972 0.0299 -0.09
C 0.3530 -0.5960 0.7650 -0.40
C 1.7441 0.1547 0.6104 -0.39
C 2.2810 0.0875 -0.8190 -0.62
N -1.1241 1.3799 0.6565 -0.83
H -2.6659 -0.6026 0.8069 0.17
H -1.6836 -1.8612 0.1177 0.17
H -2.9033 0.1564 -1.4732 0.46
H -0.4697 0.1330 -1.0192 0.17
H 0.2599 -0.7199 1.8459 0.21
H 0.4684 -1.5682 0.2875 0.20
H 1.6448 1.1719 0.9773 0.19
H 2.4409 -0.4046 1.2323 0.20
H 3.3190 0.3731 -0.9479 0.22
H 1.6868 0.8078 -1.3965 0.20
H 1.9960 -0.8627 -1.2691 0.21
H -1.5290 1.9783 -0.0571 0.35
H -0.3082 1.8754 0.9720 0.36
```

***

Run R
Here is a cluster of 2 separate species, C5H13NO in total from OMol25. Energies are from ωB97M-V/def2-TZVPD.

* SMILES: CC(C)C.NC=O
* HOMO level: -10.195 eV
* orbital gap: 10.98 eV

Geometry as XYZ:
```
20
Properties=species:S:1:pos:R:3:nbo_charge:R:1
C -0.7075 -0.1915 -0.1067 -0.22
C -0.4473 -1.4736 -0.8942 -0.61
C -1.2142 -0.5072 1.2981 -0.60
C -1.6929 0.7022 -0.8533 -0.60
H 0.2313 0.3554 -0.0152 0.20
H 0.0562 -1.2457 -1.8308 0.21
H -1.4003 0.4100 1.8514 0.20
H -1.8327 1.6424 -0.3241 0.21
H -1.3174 0.9266 -1.8484 0.21
H -1.3837 -1.9765 -1.1232 0.20
H 0.1813 -2.1597 -0.3254 0.20
H -0.4859 -1.0994 1.8486 0.20
H -2.1438 -1.0700 1.2500 0.20
H -2.6606 0.2114 -0.9483 0.20
N 2.5210 0.8342 1.0166 -0.82
C 2.4279 0.9910 -0.3176 0.52
O 2.0447 1.9887 -0.8689 -0.60
H 2.8356 -0.0197 1.4383 0.40
H 2.2382 1.5925 1.6146 0.40
H 2.7501 0.0890 -0.8614 0.11
```

***

Run S
Here is a cluster of 2 separate species, C5H13NO in total from OMol25. Energies are from ωB97M-V/def2-TZVPD.

* SMILES: C=CC[C@@H](C)N.O
* HOMO level: -9.269 eV
* orbital gap: 10.18 eV

Geometry as XYZ:
```
20
Properties=species:S:1:pos:R:3:nbo_charge:R:1
C -1.5403 1.3312 0.8843 -0.63
C -0.6549 0.2460 0.1524 -0.02
C 0.2254 1.0281 -0.9294 -0.47
C 1.1292 -0.0573 -1.3744 -0.17
C 2.3162 -0.5093 -0.9274 -0.42
N -1.5266 -0.7523 -0.3680 -0.83
H -2.5722 1.3376 0.4235 0.21
H -1.8153 1.0739 1.8984 0.21
H -1.0676 2.2988 0.9781 0.21
H -0.0058 -0.3271 0.8499 0.17
H 0.7807 1.8148 -0.4341 0.21
H -0.3994 1.4403 -1.7018 0.22
H 0.5214 -0.7164 -1.9952 0.17
H 2.6807 -1.4882 -1.2715 0.21
H 2.8186 0.1109 -0.1961 0.20
H -0.8527 -1.4932 -0.8686 0.35
H -2.1443 -0.4619 -1.1021 0.36
H 0.5595 -1.0825 2.5042 0.46
H 0.5396 -1.9154 1.3090 0.46
O 1.0077 -1.8780 2.1688 -0.91
```

***

Relative energies, unit eV: run P 1.192; run Q 0.921; run R 0.000; run S 2.121

***

Run P
Here is a cluster of 2 separate species, C5H15N2O in total from OMol25. Energies are from ωB97M-V/def2-TZVPD.

* HOMO level: -12.501 eV
* charge: +1
* orbital gap: 9.15 eV

Geometry as XYZ:
```
23
Properties=species:S:1:pos:R:3:nbo_charge:R:1
C -1.3986 -1.9734 -0.4801 -0.65
C -0.2203 -1.3600 0.2425 -0.01
C -0.5312 0.0677 0.8285 -0.48
C 0.4902 1.1371 0.9746 0.19
C 1.7797 1.1327 0.6881 -0.48
N -0.0636 2.2545 1.6268 -0.82
N 0.9860 -1.4146 -0.7579 -0.72
H -1.5275 -2.9830 -0.2257 0.24
H -2.3127 -1.4455 -0.2355 0.25
H -1.3213 -1.9620 -1.5521 0.23
H 0.2420 -2.0090 1.0263 0.22
H -0.8266 -0.0500 1.9139 0.26
H -1.4896 0.3997 0.4339 0.24
H 2.3477 0.4090 0.1813 0.15
H 2.4080 1.9404 1.0067 0.24
H -0.0172 3.0688 0.9225 0.39
H -1.0183 2.2068 1.9751 0.38
H 0.7114 -0.8443 -1.5342 0.44
H 0.9852 -2.3949 -1.1780 0.44
H 1.9945 -1.1010 -0.3924 0.47
H -0.8652 1.9415 -1.2848 0.47
H 0.2480 1.6753 -2.3038 0.49
O -0.6007 1.3042 -1.8755 -0.95
```

***

Run Q
Here is a cluster of 2 separate species, C5H15N2O in total from OMol25. Energies are from ωB97M-V/def2-TZVPD.

* HOMO level: -14.024 eV
* charge: +1
* orbital gap: 5.12 eV

Geometry as XYZ:
```
23
Properties=species:S:1:pos:R:3:nbo_charge:R:1
N 0.9780 -0.1951 -3.0445 -0.75
C 1.1509 -0.3968 -1.6036 -0.09
C 1.8654 0.8809 -1.1566 -0.63
C -0.2669 -0.6488 -1.0459 -0.29
N -0.4876 0.1559 0.1898 -0.32
C -1.5332 -0.3159 1.0592 -0.32
C -1.1244 -0.2906 2.5238 -0.05
O -0.9527 1.0401 2.9640 -0.66
H 1.8055 -1.2995 -1.3761 0.23
H 0.5778 -0.9691 -3.5770 0.38
H 1.9067 -0.1103 -3.4622 0.38
H 1.7797 -0.7863 0.8531 0.32
H 2.3898 1.3778 -1.9716 0.26
H 1.1434 1.6605 -0.8198 0.25
H 2.5683 0.6558 -0.3465 0.21
H -0.2769 -1.7141 -0.7129 0.22
H -1.0376 -0.5083 -1.8017 0.28
H 0.5735 -0.3641 0.3471 0.20
H -1.7796 -1.3777 0.8487 0.21
H -2.4860 0.2254 0.9794 0.31
H -1.8366 -0.7022 3.2532 0.23
H -0.1938 -0.8953 2.5758 0.17
H -0.5530 1.5548 2.2480 0.47
```

***

Relative energies, unit eV: run P 0.000; run Q 6.616

***

Run P
Here is a cluster of 2 separate species, C5H15N2O in total from OMol25. Energies are from ωB97M-V/def2-TZVPD.

* HOMO level: -13.291 eV
* charge: +1
* orbital gap: 10.47 eV

Geometry as XYZ:
```
23
Properties=species:S:1:pos:R:3:nbo_charge:R:1
C 1.0741 1.6482 1.8262 -0.63
C 0.4339 0.5719 0.9898 -0.05
C -0.5219 1.1056 -0.0698 -0.48
C -0.8561 0.0290 -1.0852 0.16
C -0.8282 0.2283 -2.3883 -0.39
N -1.2697 -1.2130 -0.4656 -0.91
N -0.3637 -0.3321 1.8806 -0.71
H 0.3399 2.0972 2.5024 0.21
H 1.8392 1.2393 2.4881 0.23
H 1.5747 2.3916 1.2095 0.25
H 1.1832 -0.0222 0.4752 0.24
H -0.0551 1.9417 -0.5859 0.25
H -1.5141 1.4468 0.2470 0.23
H -0.3906 1.1453 -2.7702 0.21
H -1.3578 -0.3806 -3.1110 0.22
H -0.8088 -1.9814 -0.9493 0.42
H -2.2530 -1.3831 -0.6723 0.40
H 0.1499 -0.8954 2.5571 0.43
H -0.8670 -0.9857 1.2306 0.47
H -1.0413 0.2401 2.3816 0.42
H 1.8637 -1.6706 -2.3677 0.48
H 2.1369 -2.9858 -1.6617 0.49
O 1.5317 -2.2349 -1.6612 -0.96
```

***

Run Q
Here is a structure of composition C5H15N2O from OMol25. Energies are from ωB97M-V/def2-TZVPD.

* HOMO level: -12.249 eV
* charge: +1
* orbital gap: 3.87 eV

Geometry as XYZ:
```
23
Properties=species:S:1:pos:R:3:nbo_charge:R:1
C -1.4538 -1.5063 0.8446 -0.17
C -0.1128 -0.9493 0.4042 -0.10
C -0.3624 0.3284 -0.4063 -0.44
C 0.6149 1.5272 -0.1999 -0.35
C 2.1338 1.2740 -0.5510 -0.33
N 2.7810 0.4406 0.4002 -0.21
N 0.8259 -1.8003 -0.2130 -0.75
H -1.3131 -2.0287 1.7912 0.24
H -2.1733 -0.5168 1.1202 -0.06
H -2.1075 -1.9915 0.1264 0.28
H 0.2984 -0.5803 1.3827 0.21
H -0.2393 0.0417 -1.4587 0.22
H -1.4671 0.6078 -0.2524 0.36
H 0.3632 2.3345 -0.8760 0.27
H 2.4133 2.3373 -0.4842 0.22
H 2.3496 0.9510 -1.5810 0.31
H 0.6014 1.7757 0.8544 0.22
H 3.6374 0.8916 0.7524 0.36
H 0.5810 -2.1190 -1.1460 0.40
H 1.8147 -1.5783 -0.0239 0.42
H -2.5580 0.0872 1.5418 0.46
H -3.6830 0.2587 -1.3217 0.47
O -2.9443 0.2148 -0.7041 -1.04
```

***

Relative energies, unit eV: run P 0.000; run Q 12.173